No. 1
C13H17LuN5 as an isolated structure at a distorted geometry. Source: OMol25; level of theory: the ωB97M-V functional and the def2-TZVPD basis.

Properties
net charge: +3
DFT total energy: -2013.8916 a.u.
HOMO level (alpha / beta): -0.66496 / -0.66488 Ha
Kohn-Sham gap (alpha / beta): 6.2357 / 6.2311 eV

Geometry as XYZ:
```
36
Properties=species:S:1:pos:R:3:lowdin_charge:R:1
H 2.2830 -0.6046 3.5315 0.145
H -2.4835 -0.1349 2.5179 0.116
N 1.3414 -0.8076 -0.1702 -0.102
H 5.6478 -1.1684 -1.7317 0.137
H 2.4201 -1.0982 -4.5465 0.132
H 0.6789 -0.1403 5.4145 0.148
C 0.3305 -0.2278 4.3939 0.047
C 4.1287 -1.1053 -3.2405 0.024
H -3.1210 1.9427 -2.2085 0.136
H -4.0498 -0.8919 -0.0905 0.119
H 4.0352 -1.0860 0.1561 0.126
C 1.2261 -0.4581 3.3573 0.076
N -3.4830 -0.2855 -0.6998 -0.086
C -1.4260 -0.2124 2.7640 -0.099
H -1.0326 2.6131 -1.5049 0.122
C 1.8606 -1.0000 -2.4786 -0.048
H -3.6018 1.2659 0.7586 0.118
H 4.8317 -1.1032 -4.0615 0.139
H -3.3494 3.1363 -0.9228 0.147
H -3.9041 -0.4361 -1.6287 0.119
C -1.0248 -0.1278 4.0906 0.021
H -1.7638 0.0077 4.8715 0.142
N 1.6869 -0.7322 1.0584 0.111
C -2.9839 2.1269 -1.1352 -0.213
H -1.3760 2.5361 0.0650 0.118
C 2.7539 -1.0721 -3.5183 -0.027
N -1.5178 2.0215 -0.8171 -0.074
C 2.3113 -0.9753 -1.1363 -0.269
N -0.5779 -0.3844 1.7343 -0.069
Lu -0.9656 -0.4139 -0.5860 2.019
H -4.8646 1.3409 -0.4895 0.148
C 3.6970 -1.0701 -0.8696 0.040
H 0.7554 -0.9378 -2.6779 0.079
C 4.5849 -1.1239 -1.9243 -0.002
C -3.8027 1.1297 -0.3144 -0.228
C 0.7548 -0.5231 2.0391 -0.313
```

***

No. 2
A 2-piece molecular cluster, C13H17N2O overall at a distorted geometry. Source: OMol25; level of theory: the ωB97M-V functional and the def2-TZVPD basis.

Properties
net charge: +1
ΔE to the lowest compared entry with this formula, charge and spin: 0.0 kJ/mol
DFT total energy: -690.0589 a.u.
HOMO level: -0.42805 Ha
Kohn-Sham gap: 7.0085 eV

Geometry as XYZ:
```
33
Properties=species:S:1:pos:R:3:lowdin_charge:R:1
C 0.0190 0.4550 3.2337 -0.145
C 1.7038 -0.2627 -3.3733 -0.224
C 2.3409 0.3929 -2.3062 -0.008
C 0.3032 -0.2092 -3.4847 -0.006
H 0.2711 -0.7402 5.1059 0.118
O -1.8085 1.9222 -0.5287 -0.029
H -1.5472 0.5329 -2.6300 0.130
H -0.4467 -3.7251 3.2688 0.096
C 1.5985 1.0651 -1.3505 0.012
H 2.0523 1.6026 -0.5158 0.130
H 1.8836 -1.4885 -5.1289 0.085
C -0.0591 -0.6264 4.0876 -0.058
H -1.4422 -1.7466 1.3537 0.130
C -0.4631 0.4620 -2.5470 0.035
H 3.1211 -1.7999 -3.8964 0.100
C -2.5480 2.6807 0.4556 0.013
H -0.6699 -3.0430 4.9025 0.094
H -0.1749 -0.7133 -4.3277 0.127
H 0.4412 1.4233 3.4425 0.093
N -0.5444 0.1190 2.0196 0.026
H -2.3905 2.2639 1.4604 0.098
H -2.0554 -3.1671 3.7839 0.096
C -0.9808 -2.9719 3.8574 -0.016
N -0.6779 -1.6340 3.3691 -0.138
H -3.5870 2.5765 0.1420 0.107
C 0.1903 1.0823 -1.4414 -0.182
H -2.2382 3.7356 0.4273 0.112
H 0.0075 2.1905 0.4454 0.151
C 2.5253 -1.0142 -4.3798 -0.029
C -0.5255 1.7579 -0.4137 -0.006
C -0.9546 -1.1378 2.1091 -0.143
H 3.2260 -0.3494 -4.9022 0.101
H 3.4299 0.3670 -2.2384 0.131
```

***

No. 3
A single C13H17N3O2S molecule. Source: OMol25; level of theory: the ωB97M-V functional and the def2-TZVPD basis.

Properties
ΔE to the lowest compared entry with this formula, charge and spin: 50.7 kJ/mol
DFT total energy: -1218.5622 a.u.
HOMO level: -0.31982 Ha
SMILES string: CC(C)OCCCn1c(=S)[nH]c2ncccc2c1=O
Kohn-Sham gap: 8.4948 eV

Geometry as XYZ:
```
36
Properties=species:S:1:pos:R:3:lowdin_charge:R:1
C -0.2202 -1.1678 -4.1921 -0.043
N -1.3419 0.2810 1.2036 0.004
H 0.0258 1.2372 -0.8863 0.116
C 1.3787 -0.6409 -2.3253 -0.046
C 1.7887 -1.4795 2.1459 0.018
C -0.3625 -0.7111 1.1274 -0.358
C -2.1241 1.4768 -0.8201 -0.149
H 2.1430 -1.0770 -2.9623 0.079
C 2.7450 -1.3333 3.1352 -0.050
C 2.5712 -0.3305 4.0830 -0.124
H -3.3323 0.4033 0.6134 0.099
H 3.2915 -0.1789 4.8753 0.110
C 0.2257 -0.1132 -3.1841 -0.446
C 0.6966 -0.6167 2.1391 -0.048
O -0.3994 -1.5786 0.2853 0.096
O -0.9207 0.1975 -2.4116 -0.132
C 0.6281 0.3577 3.1452 -0.254
C -2.3477 0.3151 0.1495 -0.167
C -0.8157 1.3307 -1.5903 -0.222
H 3.6062 -1.9797 3.1760 0.103
N -0.4396 1.2054 3.1538 0.100
H -0.6378 2.2302 -2.2034 0.131
H -1.0695 -0.7992 -4.7605 0.078
C -1.4295 1.1978 2.2142 -0.769
H 0.9958 -1.4017 -1.6492 0.068
H -0.5104 1.8901 3.8967 0.139
H 1.8611 -2.2381 1.3813 0.126
N 1.5435 0.4981 4.0966 0.131
H 1.8361 0.1538 -1.7389 0.071
H -2.1273 2.4248 -0.2820 0.076
H -2.2670 -0.6261 -0.3960 0.124
S -2.6656 2.2725 2.3683 0.711
H 0.5907 -1.4068 -4.8742 0.078
H 0.5542 0.7960 -3.7198 0.142
H -2.9483 1.4767 -1.5328 0.125
H -0.5223 -2.0658 -3.6609 0.085
```

***

Q: DFT total energy of number 3 (C13H17N3O2S)?
A: -1218.5622 a.u.